1.
Here is 3 unconnected molecules or ions with the total composition C8H18O2 at a distorted geometry from OMol25. Energies are from wB97M-V/def2-TZVPD.

```
28
Properties=species:S:1:pos:R:3:nbo_charge:R:1
O -0.22 -3.56 -0.54 -0.92
O -1.09 -1.17 3.43 -0.93
C 1.63 2.32 -0.65 -0.61
C -0.32 0.59 0.75 0.01
C -0.92 -0.36 -1.55 -0.16
C -1.54 -1.35 -2.48 -0.67
C -0.84 -0.42 -0.23 -0.25
C -1.16 1.52 1.16 -0.41
C 2.19 1.20 0.23 -0.39
C 1.13 0.46 1.08 -0.45
H -1.28 -0.28 3.15 0.47
H -0.49 0.46 -2.11 0.19
H 2.77 0.48 -0.35 0.21
H 2.81 1.73 0.95 0.21
H 1.39 -0.61 1.00 0.21
H 1.32 3.17 -0.05 0.21
H -2.47 -0.91 -2.87 0.23
H 0.83 1.93 -1.28 0.20
H 1.19 0.65 2.16 0.21
H 2.33 2.59 -1.45 0.21
H -0.85 2.33 1.83 0.19
H -1.94 -2.26 -2.01 0.22
H -0.13 -1.15 3.57 0.46
H -0.34 -3.25 -1.44 0.46
H 0.09 -2.74 -0.15 0.46
H -2.19 1.60 0.86 0.21
H -0.87 -1.60 -3.30 0.22
H -1.02 -1.37 0.27 0.21
```

For the LUMO energy, the calculation gives 0.65 eV. Its HOMO energy is -9.687 eV. The HOMO-LUMO gap is 10.34 eV. The calculation puts the energy above the lowest of the compared OMol25 structures with the same formula, charge and spin at 2.588 eV. The total charge is 0. The SMILES is C=C(/C=C/C)CCC.O.O.

---

2.
Here is a molecular structure, C19H11Cl64GaNO from OMol25. Energies are from wB97M-V/def2-TZVPD.

```
97
Properties=species:S:1:pos:R:3:mulliken_charge:R:1
Ga 0.77 -6.83 4.41 0.49
Cl -1.27 6.42 1.08 -0.04
Cl 7.02 -12.69 -2.14 -0.11
Cl 1.22 -2.11 -0.59 -0.06
Cl -4.12 1.65 2.92 0.03
Cl -6.01 6.89 -0.29 -0.12
Cl -9.34 6.97 -1.03 -0.02
Cl -3.22 -1.36 2.73 -0.04
Cl -0.09 2.81 -3.42 -0.11
Cl -9.90 6.83 -8.22 -0.10
Cl 1.50 7.21 1.17 -0.08
Cl -5.29 4.10 3.88 -0.09
Cl 4.63 -4.47 4.28 -0.02
Cl 0.14 6.35 3.58 -0.10
Cl 1.62 0.75 -0.59 -0.04
Cl -4.14 0.93 -6.50 -0.09
Cl -5.78 5.03 -2.51 0.00
Cl 3.35 4.72 4.20 -0.08
Cl -11.92 8.07 -1.73 -0.11
Cl 8.05 -10.05 -1.58 -0.11
Cl 0.50 -0.55 1.73 -0.02
Cl 8.96 -1.43 3.36 -0.11
Cl 2.57 4.56 -1.98 0.05
Cl 5.59 -10.36 -3.06 -0.10
Cl -7.09 4.22 -0.05 -0.12
Cl -3.61 3.75 -6.23 0.06
Cl 0.79 4.44 1.53 0.18
Cl -4.23 4.62 -0.16 0.09
Cl -2.59 -3.42 0.81 -0.09
Cl -7.73 5.46 -6.88 0.02
Cl -1.68 5.25 -9.00 -0.09
Cl 4.31 5.32 0.20 0.00
Cl 7.70 -6.11 2.73 0.00
Cl 7.49 0.88 4.25 -0.03
Cl -2.45 3.65 4.13 -0.04
Cl 9.56 -8.08 3.73 -0.13
Cl 6.11 3.93 4.55 -0.11
Cl 6.84 -1.70 5.32 -0.03
Cl 5.67 -10.98 -0.25 -0.07
Cl -0.71 5.43 -6.28 0.00
Cl 3.99 2.24 5.53 -0.07
Cl -1.45 -3.55 3.45 -0.03
Cl -5.76 2.83 -7.92 -0.08
Cl -7.53 6.07 -9.68 -0.11
Cl -4.27 -4.02 3.07 -0.11
Cl -9.97 7.52 -3.78 -0.06
Cl 3.18 -2.90 2.37 0.00
Cl -2.92 2.44 -3.04 0.02
Cl -1.79 5.10 -3.03 -0.10
Cl 4.53 -5.32 1.53 -0.04
Cl 8.14 -8.55 1.26 -0.04
Cl 3.78 7.18 -1.94 -0.10
Cl 1.14 5.54 -8.48 -0.11
Cl -1.06 -0.34 -0.69 -0.04
Cl 6.72 -8.60 3.76 -0.08
Cl -4.30 2.14 5.75 -0.10
Cl 6.06 -2.99 2.25 -0.06
Cl -5.94 2.61 -5.02 -0.07
Cl -7.40 8.20 -7.74 -0.10
Cl -9.55 9.70 -1.94 -0.11
Cl 5.41 4.85 -2.42 -0.11
Cl 9.34 -0.44 6.04 -0.12
Cl -1.26 3.29 -0.84 0.24
Cl 4.42 2.49 2.70 0.00
Cl -0.65 7.75 -7.99 -0.10
O 2.64 -6.89 4.08 -0.53
N 1.06 -5.33 1.53 0.11
C -8.14 6.64 -8.12 0.31
C -4.04 2.89 4.17 0.23
C -5.79 5.19 -0.75 0.12
C 8.03 -7.83 2.87 0.24
C 8.15 -0.68 4.75 0.28
C 0.14 -6.20 0.78 -0.45
C -2.87 -3.09 2.53 0.11
C -0.81 -6.94 1.72 -0.16
C 0.57 -0.57 -0.04 0.15
C -1.52 3.42 -2.58 0.03
C -10.19 8.06 -2.12 0.30
C -4.87 2.53 -6.43 0.16
C 4.59 -3.93 2.61 0.10
C 0.30 6.11 1.84 0.11
C -0.48 5.99 -7.94 0.26
C 4.47 3.34 4.25 0.24
C 6.58 -11.02 -1.75 0.37
C 4.02 5.47 -1.53 0.14
C -0.20 -7.77 2.86 -1.09
H 2.72 -7.12 3.16 0.19
H 0.56 -4.89 2.29 -0.18
H -0.49 -5.62 0.08 0.17
H 0.47 -8.54 2.45 0.32
H 0.72 -6.90 0.17 0.34
H 1.42 -4.60 0.93 -0.02
H -1.03 -8.31 3.33 0.38
H -1.52 -6.21 2.14 -0.04
H 0.35 -5.26 4.58 -0.29
H 0.53 -7.66 5.77 -0.42
H -1.42 -7.59 1.07 0.35
```

For the LUMO energy, the calculation gives 0.92 eV. Its HOMO energy is -4.794 eV. The HOMO-LUMO gap is 5.71 eV. The total charge is -1.

---

3.
Here is 2 unconnected molecules or ions with the total composition C3H7ClOS at a distorted geometry from OMol25. Energies are from wB97M-V/def2-TZVPD.

```
13
Properties=species:S:1:pos:R:3:nbo_charge:R:1
Cl 2.39 1.20 -0.38 -0.05
S 1.96 -1.70 -0.23 -0.01
O 0.97 0.07 1.52 -0.72
C -0.77 0.40 -1.17 -0.26
C -1.77 0.27 -0.09 -0.68
C 1.35 -0.07 0.24 0.08
H 1.41 -2.31 0.82 0.14
H -0.61 -0.42 -1.84 0.18
H -0.48 1.38 -1.50 0.18
H 1.65 0.50 2.06 0.49
H -1.60 1.01 0.69 0.22
H -2.78 0.41 -0.47 0.22
H -1.73 -0.72 0.36 0.22
```

For the LUMO energy (spin up / spin down), the calculation gives 0.57 / 0.10 eV. Its HOMO energy (spin up / spin down) is -7.718 / -7.775 eV. The HOMO-LUMO gap (spin up / spin down) is 8.28 / 7.88 eV. The calculation puts the energy above the lowest of the compared OMol25 structures with the same formula, charge and spin at 3.406 eV. The total charge is 0.

---

4.
Here is 3 unconnected molecules or ions with the total composition C3H11N2S at a distorted geometry from OMol25. Energies are from wB97M-V/def2-TZVPD.

```
17
Properties=species:S:1:pos:R:3:nbo_charge:R:1
S 1.28 -0.52 0.70 0.14
N -1.10 1.42 1.07 -0.55
N 4.21 0.01 -0.57 -1.03
C -1.45 0.76 -0.21 -0.29
C -1.92 -0.67 -0.15 -0.22
C -3.12 -1.02 -0.71 -0.29
H -1.23 -1.32 0.42 0.22
H -0.12 1.68 1.21 0.43
H -2.19 1.38 -0.75 0.26
H -3.52 -2.08 -0.71 0.24
H -3.68 -0.24 -1.20 0.21
H 4.72 -0.37 0.16 0.36
H -0.51 0.73 -0.81 0.23
H -1.71 1.44 1.89 0.43
H 2.13 -0.64 1.72 0.14
H 4.82 0.01 -1.40 0.40
H 3.39 -0.58 -0.66 0.33
```

For the LUMO energy, the calculation gives -9.35 eV. Its HOMO energy is -13.613 eV. The HOMO-LUMO gap is 4.27 eV. The calculation puts the energy above the lowest of the compared OMol25 structures with the same formula, charge and spin at 6.689 eV. The total charge is +1.

---

5.
Here is C5H5NO in the gas phase from OMol25. Energies are from wB97M-V/def2-TZVPD.

```
12
Properties=species:S:1:pos:R:3:nbo_charge:R:1
O 1.23 1.96 -0.46 -0.46
N -1.65 0.19 0.52 -0.54
C 0.50 1.06 -0.21 0.63
C -0.90 0.70 -0.61 -0.20
C 2.02 -0.89 0.05 0.01
C -0.69 -0.69 -0.07 -0.07
C 0.72 -0.38 0.48 -0.55
H -1.37 0.57 1.42 0.36
H 0.73 -0.30 1.58 0.26
H -1.04 -1.62 -0.51 0.23
H 1.87 -1.67 -0.73 0.10
H -1.42 1.07 -1.48 0.23
```

For the LUMO energy (spin up / spin down), the calculation gives -0.78 / -0.78 eV. Its HOMO energy (spin up / spin down) is -8.938 / -8.933 eV. The HOMO-LUMO gap (spin up / spin down) is 8.16 / 8.15 eV. The calculation puts the energy above the lowest of the compared OMol25 structures with the same formula, charge and spin at 5.999 eV. The total charge is 0.

---

6.
Here is a molecular structure, C38H108MnN12O16 at a distorted geometry from OMol25. Energies are from wB97M-V/def2-TZVPD.

```
175
Properties=species:S:1:pos:R:3:lowdin_spin:R:1
Mn 1.97 0.55 -1.02 2.88
O -4.06 2.34 2.39 0.00
O 3.15 1.82 -2.07 0.00
O 1.46 2.12 -0.15 -0.01
O 0.64 0.51 -2.42 -0.05
O 2.25 -2.85 4.69 0.00
O 0.50 1.55 -7.23 0.00
O -4.06 -0.37 -4.18 0.00
O 3.55 0.73 0.41 0.00
O -5.91 -1.52 0.23 0.00
O 1.14 -0.62 0.16 0.12
O 4.35 -3.30 9.02 0.00
O -1.16 5.92 -2.70 0.00
O -0.35 0.58 3.47 0.00
O 3.06 -0.73 -1.86 0.04
O 4.55 -4.44 0.63 0.00
O -1.41 -4.09 0.94 0.00
N 4.72 -2.58 6.20 0.00
N -4.05 3.63 -1.05 0.00
N 4.32 1.48 2.34 0.00
N 0.31 2.84 -3.81 0.00
N 4.90 2.62 -3.17 0.00
N -6.25 -3.68 -1.52 0.00
N 1.78 3.37 2.46 0.00
N 2.96 3.08 -3.88 0.00
N -4.83 3.29 -3.83 0.00
N -2.38 -4.12 -1.78 0.00
N 5.88 -1.31 -1.00 0.00
N 5.65 0.35 1.23 0.00
C 1.41 3.06 4.74 0.00
C 5.98 -2.69 -0.45 0.00
C -0.04 2.56 -5.20 0.00
C -4.19 3.30 1.32 0.00
C -3.87 1.01 -3.94 0.00
C -2.49 6.14 -3.06 0.00
C -1.25 -3.52 2.25 0.00
C 0.81 1.45 -5.91 0.00
C 3.28 -5.15 0.72 0.00
C -5.50 1.90 -5.66 0.00
C 4.57 -3.21 -0.14 0.00
C -0.21 -3.24 -2.55 0.00
C -2.82 -1.11 -4.05 0.00
C 3.47 -2.44 4.08 0.00
C -7.38 -1.84 -2.43 0.00
C -0.44 5.15 -3.56 0.00
C -1.70 0.13 3.38 0.00
C -5.19 -1.60 -1.03 0.00
C 3.81 -2.66 10.10 0.00
C 1.28 2.32 3.36 0.00
C -0.98 -3.91 -1.39 0.00
C 5.80 -3.18 7.06 0.00
C -4.62 2.86 3.54 0.00
C 1.15 -1.97 4.63 0.00
C 0.84 0.41 -7.97 0.00
C -0.72 -3.32 -0.02 0.00
C 4.63 -3.12 4.83 0.00
C -0.72 3.70 -3.13 0.00
C -3.93 2.61 -0.05 0.00
C 5.56 -2.78 8.49 0.00
C -2.62 1.86 -0.19 0.00
C -5.10 -1.04 1.34 0.00
C 6.79 -2.49 0.87 0.00
C -5.09 1.94 -4.25 0.00
C -0.18 1.89 2.97 0.00
C -5.92 -2.41 -2.11 0.00
C 4.45 0.85 1.27 0.00
C 3.63 2.40 -3.01 0.00
H 5.24 3.16 -3.95 0.00
H 3.51 -2.70 3.02 0.00
H 3.80 -2.58 6.63 0.00
H -1.72 3.28 -3.22 0.00
H 4.54 -2.33 10.84 0.00
H -5.60 -1.20 2.30 0.00
H 3.28 -1.45 -2.49 0.01
H -2.63 6.65 -4.02 0.00
H -2.01 -0.99 -4.76 0.00
H -5.26 -2.55 -2.97 0.00
H -2.76 -3.19 -1.67 0.00
H -5.61 3.83 -3.47 0.00
H 0.52 0.70 -8.97 0.00
H 4.95 -1.16 -1.37 0.00
H 0.05 3.46 -5.80 0.00
H 5.73 -4.26 7.00 0.00
H -0.90 -3.26 -3.40 0.00
H -0.41 1.82 1.90 0.00
H 6.58 -3.40 -1.00 0.00
H 1.89 1.57 -5.80 0.00
H 0.70 -3.77 -2.81 0.00
H 1.10 2.43 5.58 0.00
H 6.85 -3.00 6.80 0.00
H 3.12 -3.31 10.62 0.00
H 2.48 3.25 4.88 0.00
H -2.67 1.02 0.51 0.00
H 1.91 0.24 -8.09 0.00
H 3.93 -2.51 0.39 0.00
H 5.57 2.24 -2.53 0.00
H 7.35 -3.42 0.96 0.00
H 0.63 5.37 -3.49 0.00
H 2.03 1.53 3.33 0.00
H 4.57 -4.21 4.78 0.00
H 1.34 -1.06 5.20 0.00
H -3.16 -2.14 -4.12 0.00
H -2.92 -4.62 -1.09 0.00
H -7.97 -2.32 -3.21 0.00
H 0.88 -1.71 3.61 0.00
H -7.03 -4.10 -2.00 0.00
H 6.19 -2.29 1.76 0.00
H 2.58 -4.51 1.24 0.00
H 1.76 3.07 1.49 0.00
H 7.53 -1.69 0.88 0.00
H -4.43 2.33 4.47 0.00
H -0.49 3.71 -2.06 0.00
H 3.49 2.05 2.42 0.00
H 5.80 -0.30 0.48 0.00
H -1.73 -2.55 2.12 0.00
H -1.07 2.23 -5.29 0.00
H -0.58 -4.92 -1.26 0.00
H 5.52 -1.69 8.50 0.00
H 5.47 -2.90 4.18 0.00
H -4.99 -0.59 -1.39 0.00
H 1.25 4.22 2.51 0.00
H 4.09 -3.34 -1.11 0.00
H 3.37 -6.10 1.25 0.00
H 0.64 -1.11 0.85 0.00
H 3.37 -1.76 9.68 0.00
H 6.31 -1.37 -1.91 0.00
H -2.43 0.86 3.72 0.00
H -3.19 4.15 -0.97 0.00
H -4.08 -1.42 1.36 0.00
H 0.26 -2.44 5.05 0.00
H -5.78 0.90 -5.99 0.00
H 5.21 1.65 2.79 0.00
H -1.76 -0.80 3.93 0.00
H -2.50 1.53 -1.22 0.00
H -4.33 3.21 -2.95 0.00
H 3.70 -1.39 4.23 0.00
H -0.76 5.24 -4.60 0.00
H -0.94 2.57 3.34 0.00
H 2.77 -5.25 -0.24 0.00
H -5.94 1.61 -3.64 0.00
H -4.83 2.00 -0.14 0.00
H -3.59 1.16 -2.89 0.00
H -1.81 -4.22 2.87 0.00
H -0.01 -2.22 -2.22 0.00
H 0.82 3.96 4.87 0.00
H -3.14 5.27 -3.08 0.00
H -1.09 -2.29 0.04 0.00
H 0.35 -0.49 -7.59 0.00
H -3.03 1.38 -4.53 0.00
H -0.20 -3.48 2.51 0.00
H -6.49 -3.54 -0.55 0.00
H -1.95 -0.18 2.36 0.00
H -2.38 -0.86 -3.09 0.00
H 0.19 1.98 -3.29 0.00
H 0.61 0.49 -5.43 0.00
H 1.96 3.10 -3.91 0.00
H -8.08 -1.98 -1.60 0.00
H -5.06 0.04 1.22 0.00
H -6.28 2.63 -5.86 0.00
H -1.82 2.53 0.10 0.00
H 6.15 0.41 2.11 0.00
H 6.37 -3.08 9.16 0.00
H -4.22 -2.07 -0.85 0.00
H -2.80 6.81 -2.26 0.00
H -5.23 3.62 1.30 0.00
H -7.25 -0.78 -2.67 0.00
H -4.86 4.20 -0.83 0.00
H 0.33 -3.39 0.25 0.00
H 3.35 3.60 -4.65 0.00
H -4.69 2.21 -6.32 0.00
H 0.71 2.73 0.03 0.00
H -0.11 0.22 -2.98 0.00
H -5.68 3.11 3.52 0.00
H -3.46 4.08 1.53 0.00
H -4.13 3.82 3.73 0.00
```

For the LUMO energy (spin up / spin down), the calculation gives -1.91 / -0.12 eV. Its HOMO energy (spin up / spin down) is -8.432 / -8.432 eV. Its spin multiplicity is 4. As for the expectation value of S²: 3.88. The HOMO-LUMO gap (spin up / spin down) is 6.52 / 8.32 eV. The total charge is 0.

---

7.
Here is a molecular structure, C16H19Br3N3O9V at a distorted geometry from OMol25. Energies are from wB97M-V/def2-TZVPD.

```
51
Properties=species:S:1:pos:R:3:mulliken_charge:R:1
Br -4.20 10.04 6.65 -0.01
Br -1.75 8.35 5.24 -0.02
Br -4.54 8.82 3.65 0.01
V -8.65 5.02 -3.13 1.51
O -5.98 -5.95 4.16 -0.48
O -5.40 1.78 -1.57 -0.55
O 3.83 2.20 -3.13 -0.56
O -6.25 -4.39 2.55 -0.47
O 5.60 0.99 -3.71 -0.56
O 2.44 -7.23 0.88 -0.57
O -7.71 5.29 -4.41 -0.60
O 2.41 -8.48 -0.85 -0.57
O -8.26 6.16 -2.11 -0.59
N -5.64 -4.97 3.46 0.77
N 4.93 1.71 -2.94 0.93
N 2.26 -7.37 -0.35 0.94
C 1.92 -6.21 -1.17 0.03
C -4.26 -4.51 3.72 -0.67
C 1.68 -6.35 -2.51 -0.17
C 1.31 -3.86 -1.37 -0.44
C -3.71 8.61 5.42 -0.30
C 1.79 -4.91 -0.62 -0.30
C 6.84 1.58 -1.23 -0.36
C 5.56 2.00 -1.56 0.19
C 6.64 2.71 0.91 -0.43
C 7.35 1.94 -0.04 -0.33
C 4.84 2.83 -0.61 -0.38
C -4.03 1.76 -1.14 -0.22
C 1.26 -5.23 -3.30 -0.47
C 1.13 -4.01 -2.74 -0.30
C -3.08 2.98 -1.05 -0.84
C 5.39 3.13 0.63 -0.35
H -3.46 -5.22 3.50 0.28
H 8.23 1.43 0.32 0.31
H -4.28 -4.27 4.78 0.27
H 1.77 -7.33 -2.95 0.43
H -3.50 3.92 -0.69 0.29
H 1.00 -5.22 -4.35 0.34
H 1.89 -4.68 0.43 0.38
H 1.21 -2.87 -0.94 0.35
H 4.85 3.77 1.32 0.37
H 6.93 2.82 1.95 0.35
H -3.97 -3.65 3.11 0.31
H -4.03 7.70 5.93 0.33
H -2.25 2.76 -0.38 0.29
H -4.24 1.45 -0.12 0.21
H 0.97 -3.09 -3.28 0.36
H -3.50 0.93 -1.61 0.24
H 7.44 0.94 -1.86 0.42
H -2.59 3.07 -2.02 0.25
H 3.82 3.10 -0.84 0.40
```

For the LUMO energy, the calculation gives -3.87 eV. Its HOMO energy is -6.891 eV. The HOMO-LUMO gap is 3.02 eV. The calculation puts the energy above the lowest of the compared OMol25 structures with the same formula, charge and spin at 6.058 eV. The total charge is 0.

---

8.
Here is a molecular structure, C5H7N at a distorted geometry from OMol25. Energies are from wB97M-V/def2-TZVPD.

```
13
Properties=species:S:1:pos:R:3:nbo_charge:R:1
N 0.57 2.95 -0.68 -0.30
C -0.06 -1.03 1.11 -0.43
C -1.07 0.02 1.11 -0.32
C 0.09 0.51 -1.41 -0.20
C 0.77 -0.63 -0.65 -0.44
C 0.42 1.87 -1.11 0.20
H -0.51 -2.04 1.23 0.22
H -0.87 1.01 1.54 0.19
H -0.54 0.34 -2.30 0.23
H 1.78 -0.34 -0.32 0.23
H 0.71 -0.92 1.91 0.22
H -2.12 -0.20 0.87 0.18
H 0.83 -1.54 -1.28 0.22
```

For the LUMO energy (spin up / spin down), the calculation gives 0.02 / -1.26 eV. Its HOMO energy (spin up / spin down) is -8.783 / -7.985 eV. The HOMO-LUMO gap (spin up / spin down) is 8.80 / 6.73 eV. The calculation puts the energy above the lowest of the compared OMol25 structures with the same formula, charge and spin at 4.927 eV. The total charge is 0.